Entry 1:
C37H41FeN10 | the ωB97M-V functional and the def2-TZVPD basis

CARTESIAN COORDINATES (ANGSTROEM)
1 H -1.3785 2.3597 -4.4189
2 C -1.5800 -0.4096 -4.4866
3 Fe -0.3465 -0.3253 0.0796
4 C 2.8227 -0.4603 2.5472
5 N -0.2150 0.7262 -2.7289
6 H -6.8045 2.8107 -1.4610
7 C -0.7617 -5.8556 0.8201
8 H 5.3355 1.7387 4.5152
9 C 0.9206 -0.2151 -4.6820
10 H -2.1507 -2.0189 -1.3315
11 H 2.3019 -1.2928 4.4524
12 H -2.8058 -6.3802 1.0784
13 H -3.6526 -4.1522 0.4047
14 C 1.9982 2.5983 -1.2748
15 C -0.2566 0.8941 2.7853
16 H -3.0661 -1.8036 -0.0306
17 C 3.6609 0.4415 1.8335
18 N -2.3838 0.7083 0.3743
19 C -0.5123 1.8298 -4.8259
20 H 3.9176 5.3293 -0.6164
21 H 4.2832 1.1956 -0.0979
22 N -0.6841 -0.3723 2.1495
23 N -4.2082 0.5367 1.6330
24 C 2.7516 4.3263 0.8598
25 C 4.6410 1.1306 3.9514
26 N -2.1177 -2.0234 -0.3165
27 C -4.6000 1.2369 0.4991
28 H 1.3256 3.1656 3.1088
29 H -2.4867 0.0296 -4.0613
30 C -2.1006 -5.5977 0.8333
31 C -0.3542 0.4575 -4.1818
32 N -0.0674 -0.4479 -1.9286
33 C 2.3779 -3.9726 0.2355
34 H 3.4530 -4.0818 0.2012
35 H -1.4758 -1.4333 -4.1121
36 H -1.0427 1.1950 -2.3852
37 C 3.8160 0.2184 4.6264
38 C -5.8710 2.3902 -1.1118
39 H -1.1372 1.4676 3.0808
40 N 3.9086 -0.0001 7.1990
41 H -4.7874 0.3046 2.4231
42 H -6.7119 1.6740 0.7350
43 H -2.6312 2.1283 -2.1320
44 C -0.3214 -3.5262 0.2326
45 C 1.8821 3.2586 1.0399
46 C -2.1130 -0.6217 2.4132
47 H 3.2721 3.8324 -2.4543
48 N 1.2444 2.7898 2.1784
49 N 0.5116 -2.4516 0.0648
50 C 0.5499 1.6941 1.8249
51 H 1.8039 0.3542 -4.3815
52 H 5.2144 1.9308 2.0613
53 C 3.2388 4.5105 -0.4183
54 H 1.9518 -6.0180 0.6852
55 H -0.6616 1.7285 -5.9007
56 C 1.5541 -5.0278 0.4982
57 C -4.7237 2.5089 -1.9141
58 H -0.3836 -6.8453 1.0438
59 H 1.7075 1.9467 -2.0854
60 C 0.1574 -4.8225 0.5151
61 C -1.7172 -3.3173 0.1397
62 H 2.1121 -1.0706 2.0027
63 C 3.8719 0.1056 6.0549
64 H -0.6559 -1.1856 -2.3167
65 H -2.3709 -0.4289 3.4584
66 H -4.7980 3.0305 -2.8592
67 H -0.1617 -1.1432 2.5510
68 C -2.5835 -4.3212 0.4674
69 C -2.8923 0.2580 1.4919
70 H 0.8840 -0.7768 -2.0662
71 H -1.7295 -0.4967 -5.5630
72 C 4.5691 1.2363 2.5851
73 C 3.6213 0.5339 0.4465
74 H 0.3184 0.6996 3.6911
75 C 1.8064 -2.7021 0.0525
76 H 0.9087 -0.2628 -5.7709
77 H -2.3345 -1.6719 2.2126
78 N 0.6298 1.4183 0.5418
79 H 3.0300 4.9818 1.6750
80 C -3.5086 1.9933 -1.5153
81 C 1.4886 2.4009 0.0093
82 C -5.8312 1.7557 0.1113
83 H 1.0201 -1.2438 -4.3248
84 C 2.9177 -0.5847 3.9113
85 H 2.9374 -0.0715 -0.1279
86 H 2.4669 -1.8595 -0.0948
87 C 2.8676 3.6540 -1.4662
88 H 0.3737 2.4433 -4.6572
89 C -3.4493 1.3334 -0.2861

Forces on the atoms, in the same order (eV/Å):
H 0.01 -0.02 -0.02
C -0.03 0.00 -0.01
Fe -0.56 -0.37 0.08
C -0.05 0.02 -0.01
N 0.18 -0.05 -0.11
H 0.02 0.00 0.01
C 0.00 0.00 -0.01
H -0.01 -0.01 0.00
C 0.02 0.02 -0.05
H 0.00 0.01 -0.03
H 0.02 0.00 -0.02
H 0.01 0.01 0.01
H 0.01 -0.01 -0.01
C 0.03 -0.11 -0.06
C 0.04 -0.07 -0.01
H 0.00 -0.04 0.04
C -0.02 -0.01 -0.12
N -0.04 0.18 -0.16
C -0.02 0.03 -0.02
H -0.01 -0.01 0.00
H -0.06 0.06 0.07
N -0.09 -0.03 0.04
N -0.05 0.06 0.00
C 0.00 -0.03 0.04
C 0.07 0.07 -0.04
N -0.02 0.03 -0.03
C -0.07 -0.10 0.03
H -0.01 0.02 -0.01
H 0.01 0.01 -0.01
C -0.03 0.00 -0.01
C -0.06 0.05 0.05
N 0.04 0.23 -0.15
C 0.02 -0.01 0.05
H -0.02 -0.01 -0.02
H -0.01 0.00 -0.02
H 0.01 0.02 0.01
C -0.09 -0.02 -0.03
C -0.01 0.00 -0.02
H -0.01 0.03 -0.04
N -0.04 0.03 -0.06
H 0.00 0.01 0.00
H 0.02 -0.01 -0.02
H -0.04 0.04 0.01
C 0.06 0.05 0.13
C -0.09 0.16 0.16
C 0.01 0.16 0.11
H -0.01 -0.01 0.02
N 0.25 0.12 0.06
N 0.36 -0.05 -0.13
C -0.16 -0.13 -0.19
H -0.04 -0.01 -0.01
H 0.00 -0.02 0.00
C 0.00 -0.03 -0.04
H -0.01 0.02 0.01
H 0.00 0.01 0.02
C 0.03 -0.02 -0.02
C 0.00 0.01 0.02
H -0.01 0.02 0.00
H -0.08 0.02 -0.03
C 0.03 -0.06 0.08
C -0.12 0.04 0.00
H 0.03 0.07 -0.06
C 0.07 -0.03 -0.02
H 0.07 -0.10 0.07
H -0.02 -0.01 0.04
H 0.00 -0.02 0.01
H 0.07 0.03 0.00
C 0.00 -0.06 -0.04
C 0.00 -0.19 -0.08
H 0.06 0.02 -0.02
H 0.02 -0.01 0.02
C 0.07 0.06 0.05
C -0.08 -0.06 0.16
H 0.01 0.03 0.07
C -0.10 -0.06 -0.03
H 0.00 -0.01 0.01
H 0.04 0.01 -0.02
N 0.47 0.11 0.09
H -0.01 -0.02 -0.02
C 0.01 0.03 0.03
C -0.28 -0.20 0.18
C 0.02 0.03 0.03
H 0.00 0.02 0.02
C -0.01 0.02 0.07
H 0.08 -0.05 -0.04
H -0.01 0.01 -0.04
C 0.03 0.01 -0.06
H -0.02 -0.02 0.02
C 0.13 0.09 0.03

Calculated values
⟨S²⟩ = 0.77
gap between HOMO and LUMO (spin up / spin down) = 3.18 / 3.26 eV
molar mass = 681.6 Da
charge = +2
E_LUMO (spin up / spin down) = -0.28959 / -0.28348 hartree
E = -88308.492 eV
HOMO (spin up / spin down) = -11.062 / -10.978 eV
spin multiplicity = 2
largest force on an atom = 0.67 eV/Å

These are the Mulliken partial charges, in e, on atoms 1 to 8: H 0.344; C -1.601; Fe 0.415; C 0.502; N 0.149; H 0.411; C -0.849; H 0.544

---

Entry 2:
C6H10 | the ωB97M-V functional and the def2-TZVPD basis

CARTESIAN COORDINATES (ANGSTROEM)
1 H -2.6638 -0.4375 -0.9573
2 H 3.0878 0.9472 0.3120
3 H 2.1659 0.2049 -1.0089
4 H 1.3807 -0.6034 1.2495
5 H 0.9971 1.0511 1.7023
6 H -2.6889 -1.7595 0.2228
7 C 2.0956 0.8772 -0.1468
8 C -2.1363 -1.3334 -0.6270
9 C 1.0549 0.3658 0.8481
10 C -0.7747 -0.9886 -0.1470
11 H 1.8209 1.8700 -0.5194
12 H -0.7898 2.2398 0.5025
13 C -0.3330 0.2445 0.2373
14 H -0.0944 -1.8361 -0.0295
15 H -2.1006 -2.1060 -1.4031
16 C -1.2466 1.3369 0.0375

Forces on the atoms, in the same order (eV/Å):
H 0.04 -0.14 0.03
H -0.15 0.01 -0.06
H 0.00 0.09 0.09
H -0.07 0.12 -0.08
H 0.00 -0.08 -0.10
H 0.05 0.01 -0.15
C 0.04 0.05 -0.07
C -0.02 0.05 -0.05
C 0.04 0.03 0.09
C -0.07 -0.05 0.10
H 0.04 -0.12 0.03
H -0.05 -0.15 -0.09
C -0.16 0.06 -0.07
H -0.05 0.08 0.07
H 0.00 0.15 0.10
C 0.36 -0.10 0.18

Calculated values
gap between HOMO and LUMO (spin up / spin down) = 7.47 / 7.47 eV
molar mass = 82.1 Da
E_LUMO (spin up / spin down) = -0.02521 / -0.02521 hartree
E = -6380.041 eV
HOMO (spin up / spin down) = -8.153 / -8.152 eV
largest force on an atom = 0.42 eV/Å

These are the Mulliken partial charges, in e, on atoms 1 to 8: H 0.416; H 0.319; H 0.305; H 0.332; H 0.338; H 0.283; C -1.008; C -1.199

---

Entry 3:
C18H39BBrCa2Cl5F2N5O11PS2 | the ωB97M-V functional and the def2-TZVPD basis

CARTESIAN COORDINATES (ANGSTROEM)
1 Cl 2.2805 -1.8073 -3.9147
2 P 0.0031 -2.9658 4.1286
3 O -1.3762 0.9802 6.7968
4 H 4.2595 -0.5287 -3.9329
5 Br 3.9843 2.8344 2.8698
6 H -1.5877 -0.5113 -3.7001
7 H 3.5760 5.5199 -1.8253
8 N -1.3903 -3.5324 3.6507
9 H -3.8317 -0.0605 -9.8347
10 H -0.2128 -0.9191 -9.6479
11 H -0.3343 0.2096 -7.8044
12 C 1.4461 5.8963 -1.8947
13 C -0.0143 -1.2536 4.7933
14 H -4.1198 0.0453 2.2064
15 C 0.9866 -1.7769 7.0045
16 H 0.3152 5.4980 -3.7044
17 H 2.1814 -0.1603 -0.3118
18 H 0.9709 -1.4180 1.6266
19 O 2.3465 0.9525 3.6727
20 B 1.4581 0.1328 3.1199
21 Cl -2.7326 1.2158 -4.7682
22 N -0.6765 -4.4876 -1.4402
23 H -1.5858 -4.3524 4.2128
24 H 2.6829 -1.1052 1.8316
25 S -0.3290 -3.0058 -0.8326
26 H 2.1261 -0.9526 5.4472
27 Cl -2.8869 0.4243 -1.9760
28 F -0.1523 -6.5185 -2.7698
29 H 1.4574 -1.3241 7.8640
30 O -3.2172 0.2588 1.9634
31 H -2.4574 1.3717 3.5129
32 C 0.1861 5.4412 -2.6222
33 H -1.1114 1.8628 8.8290
34 H 0.2596 -4.7125 8.4010
35 H -1.8269 2.5346 10.1960
36 H -2.8140 -0.2871 3.9339
37 H 0.5303 -3.7811 5.1367
38 H -3.0381 1.3030 -10.6182
39 Cl -0.3554 1.3550 -3.1171
40 O 1.6923 -5.3722 -1.8195
41 F 1.0571 -3.2538 -0.1771
42 H 0.6631 0.5553 0.2426
43 H 1.2924 5.8323 -0.8168
44 C -1.1852 -0.5925 -10.0591
45 C -1.3028 0.6777 -7.9706
46 H -0.3620 1.7474 10.3323
47 H -1.9808 0.3892 -7.1663
48 Ca -0.3391 -6.6965 -0.6410
49 H 2.7680 1.5613 2.8682
50 H -3.5333 1.4335 -8.9170
51 H 2.1837 1.2253 0.7369
52 H -0.0736 4.4133 -2.3628
53 C 3.2084 -0.2867 -3.8447
54 C -1.0052 0.0064 2.7530
55 Cl 2.7602 0.8036 -5.1517
56 O -0.1057 -2.0014 -1.7986
57 O -1.6005 -0.9763 -11.1302
58 H -0.6587 6.0736 -2.3531
59 H -1.7509 0.8780 10.0126
60 H -1.0043 -0.9206 2.1919
61 C 0.0396 -0.0464 3.8835
62 O 0.5090 -4.4581 -3.7365
63 C 2.5932 3.6905 -1.8793
64 C -2.4288 0.3466 3.1430
65 C 1.1445 -1.2727 5.7798
66 N -1.8429 0.2587 -9.2461
67 H 1.6376 6.9442 -2.1258
68 O 0.6893 -4.7011 7.5302
69 C -1.8510 0.5014 -3.4250
70 C 2.6881 5.0887 -2.2892
71 H -0.6834 0.8025 2.0840
72 S 0.4710 -5.0083 -2.4472
73 C 1.6744 0.2901 0.5345
74 O -1.1849 -0.8977 5.5690
75 H 0.9645 -2.9228 3.1152
76 C -0.9694 0.4073 5.8305
77 O -1.1835 -2.7395 0.2589
78 H 3.0011 0.2004 -2.8982
79 H 0.3991 -2.6813 7.1936
80 N 2.5217 2.5948 -1.5464
81 Ca -2.6515 -4.0239 -2.2339
82 O -0.2328 0.9647 4.8811
83 C -3.1370 0.7644 -9.6765
84 H -1.1785 1.7630 -7.9529
85 N -1.2608 1.7591 9.8484
86 C 1.7057 -0.6293 1.7615
87 H 2.8428 5.1321 -3.3683

Forces on the atoms, in the same order (eV/Å):
Cl 0.05 -0.02 0.00
P -1.85 -1.00 0.01
O -0.40 0.39 0.90
H 0.01 -0.07 -0.07
Br 0.99 1.11 -0.62
H -0.01 -0.05 0.00
H 0.05 -0.09 0.03
N 0.29 -0.01 -0.48
H -0.04 0.02 -0.02
H 0.00 0.03 0.00
H 0.03 0.00 -0.02
C -0.22 -0.02 -0.10
C 0.55 -0.69 0.04
H -0.09 0.07 0.07
C 0.00 0.07 -0.05
H 0.00 -0.01 -0.01
H 0.01 -0.05 -0.22
H -0.04 -0.22 -0.05
O -0.83 0.28 -0.77
B -0.09 -0.05 0.28
Cl -0.11 0.04 0.13
N 1.85 -0.79 -0.16
H -0.35 -0.04 0.03
H 0.21 -0.05 0.04
S 2.35 3.01 2.78
H -0.17 1.18 0.13
Cl 0.17 -0.21 -0.01
F -0.55 0.25 -0.08
H 1.02 -0.62 -0.01
O 0.03 -0.19 -0.22
H 0.00 0.16 0.09
C 0.04 -0.01 0.05
H -0.08 -0.17 -0.07
H 0.11 -0.16 -0.16
H 0.00 0.02 -0.01
H -0.08 -0.37 -0.04
H 0.46 0.29 0.21
H -0.04 0.02 -0.01
Cl 0.02 0.03 0.20
O -0.75 -0.46 1.44
F -0.03 -0.47 -0.23
H -0.21 -0.05 -0.10
H 0.08 -0.01 0.03
C 0.14 -0.11 -0.05
C -0.22 0.04 -0.26
H 0.02 0.01 -0.01
H 0.10 0.01 0.01
Ca -0.53 -1.62 2.59
H 0.06 -0.89 1.48
H 0.02 0.02 0.03
H 0.20 0.17 -0.09
H 0.02 -0.02 -0.01
C 0.02 0.17 0.09
C -0.14 0.40 0.45
Cl 0.01 -0.01 0.00
O -0.65 -0.80 -1.10
O -0.06 -0.04 -0.05
H -0.02 0.00 -0.01
H -0.01 -0.02 -0.04
H 0.02 -0.21 -0.03
C 0.68 -0.69 -0.91
O -0.86 0.67 -0.10
C 0.09 0.05 -0.08
C -0.14 0.29 0.10
C 0.47 -0.10 -0.01
N 0.00 0.07 0.16
H 0.08 0.01 0.00
O -0.27 0.45 -0.12
C 0.05 0.09 -0.08
C 0.00 0.29 0.12
H 0.00 0.01 -0.31
S 2.73 1.04 -3.91
C 0.18 0.12 0.24
O 0.00 -0.63 0.53
H 0.42 0.42 0.18
C 0.06 -0.02 -0.29
O -1.23 -0.97 -0.44
H -0.09 0.03 0.01
H -0.82 0.22 0.26
N -0.11 -0.21 -0.12
Ca -2.44 0.44 -0.56
O 0.00 0.38 -0.10
C 0.11 -0.09 -0.06
H 0.06 0.00 0.12
N 0.03 0.03 -0.37
C -0.27 0.00 -0.13
H -0.02 -0.09 -0.03

Calculated values
gap between HOMO and LUMO = 1.49 eV
molar mass = 982.8 Da
charge = +2
E_LUMO = -0.34238 hartree
E = -255847.712 eV
HOMO = -10.805 eV
largest force on an atom = 4.88 eV/Å

These are the Mulliken partial charges, in e, on atoms 1 to 8: Cl -0.141; P 0.463; O -0.667; H 0.410; Br -0.400; H 0.005; H 0.303; N -0.703

---

Entry 4:
C2H11N2O2 | the ωB97M-V functional and the def2-TZVPD basis

CARTESIAN COORDINATES (ANGSTROEM)
1 H 2.9864 -2.2635 -0.2244
2 H 3.6058 -0.7854 0.8853
3 O -1.7560 -0.4835 0.5892
4 H -2.5649 -0.1211 0.3540
5 C 1.3343 0.6543 -0.1395
6 N 0.1576 1.2092 -0.2597
7 C 3.1017 -1.1508 -0.0408
8 H 0.1181 2.2224 0.0332
9 H -0.5850 0.4855 -0.5189
10 H -4.5273 1.7599 -0.1219
11 H 3.6630 -0.6088 -0.8164
12 N 1.6961 -0.6023 -0.0887
13 O -4.1550 0.8848 0.1887
14 H 2.2140 1.2513 0.0797
15 H -1.7481 -1.3986 0.7830
16 H 0.9951 -1.2311 -0.2183
17 H -4.5358 0.1776 -0.4846

Forces on the atoms, in the same order (eV/Å):
H 0.67 1.55 0.50
H -0.63 -1.08 -0.29
O 3.67 0.26 0.14
H -3.03 0.84 -0.37
C 2.28 0.62 1.32
N 0.40 -0.66 -0.55
C -0.54 1.01 -0.19
H -0.68 -1.85 -0.88
H 0.14 2.00 1.15
H 0.58 -1.53 0.46
H -0.15 -0.83 -0.19
N 1.26 1.20 -0.22
O -1.54 -0.99 -2.64
H -0.31 0.80 -0.14
H -0.74 -1.26 0.26
H -2.23 -2.48 -0.37
H 0.86 2.40 2.03

Calculated values
gap between HOMO and LUMO = 11.84 eV
molar mass = 95.1 Da
charge = +1
E_LUMO = -0.10734 hartree
E = -9320.814 eV
HOMO = -14.764 eV
largest force on an atom = 3.68 eV/Å

These are the Mulliken partial charges, in e, on atoms 1 to 8: H 0.286; H 0.307; O -0.654; H 0.349; C 0.164; N -0.266; C -0.786; H 0.280